ORCA calculation (the ωB97M-V functional and the def2-TZVPD basis) on C21H23FeN2 as an isolated structure at a distorted geometry.

```
47
Properties=species:S:1:pos:R:3:forces:R:3
Fe -0.2068 1.8255 1.9419 -0.3 -0.1 2.0
N -1.4029 -0.8830 -1.0815 0.1 0.3 -1.5
N -0.7036 -0.7916 -3.2181 -1.1 0.5 -1.2
C 1.2153 3.0013 2.7046 1.0 -0.7 -0.5
C 1.5544 2.3648 1.4392 1.3 -0.6 1.0
C -1.5287 -0.6713 0.3637 0.1 1.5 1.4
C -2.0962 -0.3999 -3.2953 0.2 0.2 -1.3
C -1.9855 1.0232 2.3510 -0.6 0.4 -0.5
C -0.6101 -1.5129 1.1247 0.4 -1.3 1.0
C 2.6109 -3.1279 -0.7001 -0.4 0.6 -0.4
C 3.6263 -2.6701 -1.5614 0.1 0.0 -0.1
C 1.3020 -2.6234 -0.8344 0.9 0.6 0.1
C 1.0923 0.6951 3.0227 0.7 0.4 -0.6
C 0.9391 1.9670 3.6642 0.6 0.1 -0.7
C 2.0531 -1.1788 -2.6574 0.3 -0.3 0.6
C -1.5542 0.7514 1.0077 -1.0 -0.2 -1.9
C 1.0326 -1.5263 -1.7333 -0.5 -0.9 0.0
C -1.5624 3.0780 1.2764 -1.0 -0.8 -0.2
C -1.9697 2.4605 2.5454 -0.7 0.1 -0.9
C 1.4845 0.9191 1.6427 1.1 1.0 0.7
C -0.2776 -0.9247 -1.9783 3.9 0.0 1.5
C -1.3205 1.9963 0.3233 -1.3 0.5 0.5
C 3.3327 -1.7278 -2.5569 -0.4 0.1 0.0
C -2.4969 -0.2540 -1.8527 -0.4 0.7 -0.4
H -1.1788 2.0859 -0.7589 0.5 0.1 0.6
H -1.0478 -2.4699 1.4314 0.4 0.2 0.0
H 1.8197 -0.4371 -3.4128 0.2 0.1 0.0
H -2.2258 3.0007 3.4756 0.3 -0.5 -0.7
H -1.5090 4.1485 1.0296 0.1 -0.7 0.4
H -2.6992 -1.1493 -3.8292 0.2 -0.1 0.3
H 4.0959 -1.3869 -3.2708 -0.3 -0.3 0.4
H -0.1089 -0.9981 -4.0171 -0.4 0.1 0.0
H -2.3076 0.2445 3.0472 0.4 0.4 -0.1
H -2.1706 0.5257 -3.8648 -0.1 0.3 0.1
H -2.5699 -1.0376 0.4021 -0.1 -0.4 1.0
H 2.8494 -3.8668 0.0790 -0.3 0.2 -0.5
H 0.5195 -3.0639 -0.2147 0.1 0.3 -0.3
H -3.3833 -0.8154 -1.6278 -0.7 -0.5 0.2
H 1.7574 0.1784 0.9057 -0.2 0.0 0.0
H 1.8442 2.8504 0.5212 0.0 0.0 0.0
H 0.7218 2.1275 4.7218 -0.3 -0.1 -0.5
H 4.6411 -3.0745 -1.4916 -0.4 0.1 0.1
H 0.4556 -1.3075 1.3457 -1.3 0.0 -0.3
H 0.9608 -0.2746 3.4987 -0.2 0.3 -0.2
H -1.5599 -1.9262 -1.2288 -1.5 -1.3 1.0
H 1.2605 4.0689 2.8986 -0.3 -0.3 -0.1
H -2.6937 0.7870 -1.5779 0.5 -0.3 0.2
```
Forces are in eV/Å.

## Properties
HOMO-LUMO gap (spin up / spin down): 1.871 / 8.741 eV
2S+1: 5
Expectation value of S²: 6.02
Charge: -1
Energy relative to the best compared isomer or geometry (same formula, charge and spin): 4.703 eV